Density functional theory data (ωB97M-V with the def2-TZVPD basis set) for a molecular structure, C13H18NOS2 at a distorted geometry.

```
35
Properties=species:S:1:pos:R:3:forces:R:3
C -3.476812 -0.136577 -2.153100 0.95 -0.55 0.45
C -2.858255 -1.378608 -1.978971 0.77 -0.37 -0.32
C -1.481883 -1.480620 -1.659644 -0.82 -0.23 0.87
C -0.771623 -0.308082 -1.368724 0.08 0.18 -0.34
C 0.556260 -0.374359 -0.625545 0.77 1.30 -1.10
S 1.546691 1.086527 -0.594435 1.65 1.84 -2.14
C 2.707797 0.577494 -1.855765 -0.12 0.24 0.08
C 3.009313 -0.926007 -1.651987 1.29 0.37 0.43
S 1.555946 -1.832178 -1.114219 -0.83 0.18 0.07
C -1.327079 0.945462 -1.677121 -1.01 -0.29 0.54
C -2.700000 1.010112 -1.988930 0.47 0.03 -0.41
H -4.529296 -0.098122 -2.402479 0.07 0.17 0.05
H -3.416623 -2.306726 -2.119202 0.11 0.35 -0.01
H -1.017968 -2.488625 -1.505652 -0.52 1.07 -0.21
H 2.107946 0.854171 -2.720927 0.84 -0.66 -0.77
H 3.597396 1.236061 -1.766194 -0.48 -0.58 -0.21
H 3.431866 -1.377641 -2.564601 -0.42 0.09 0.29
H 3.736028 -1.120686 -0.829735 -0.17 0.69 -0.74
H -0.733383 1.860350 -1.545348 -0.42 -0.48 -0.09
H -3.176388 1.968411 -2.129571 0.11 0.18 -0.08
C 1.067812 -0.121852 3.403285 -1.26 -0.62 -0.29
C 1.487027 -0.230155 1.792843 0.36 0.65 3.11
N 0.321916 -0.248665 0.847000 -3.40 -2.65 3.89
C -0.656261 0.885273 1.358368 1.16 1.45 -0.25
C -0.933789 1.002838 2.880177 1.06 -1.37 0.88
O 0.255992 1.077230 3.707088 0.52 -2.40 -1.94
H 0.473249 -1.098396 3.690032 0.93 1.83 -0.44
H 1.965134 -0.061319 4.088770 -0.81 -0.08 -1.27
H 2.083271 0.675898 1.597171 -0.31 -0.91 0.12
H 2.050472 -1.153243 1.679065 0.14 0.14 -0.21
H -0.157642 -1.171567 0.966162 0.01 0.83 0.94
H -0.126113 1.816110 1.041533 -0.46 -0.68 0.23
H -1.590769 0.849206 0.825066 -0.19 -0.35 -0.24
H -1.427655 1.920770 3.167951 -0.49 0.24 -0.78
H -1.572589 0.147523 3.207635 0.42 0.43 -0.10
```
Forces are in eV/Å.

Results
E_HOMO: -12.471 eV
HOMO-LUMO gap: 9.8 eV
total charge: +1
E_LUMO: -0.099 Eh